Record 1
Formula: C18H44N2O10P2
Source: OMol25
Level of theory: ωB97M-V/def2-TZVPD

Each line ends with the Löwdin charge.
Atoms and positions in Å:
C -0.57 4.41 -0.31  -0.085
C -0.38 4.68 -1.94  -0.239
O -1.69 5.14 -2.43  -0.214
C -1.90 4.81 -3.85  -0.161
C -2.20 3.19 -4.09  -0.146
O -2.90 2.72 -2.87  -0.060
C -3.09 1.27 -3.03  -0.290
O -3.78 0.76 -4.09  -0.021
N -2.48 0.33 -2.00  -0.124
C -1.14 -0.22 -2.53  -0.212
C 0.15 0.43 -1.76  -0.171
C 1.23 -0.78 -1.37  -0.225
P 2.23 -0.43 0.23  0.794
O 3.51 0.44 -0.24  -0.400
O 2.86 -1.85 1.01  -0.281
C 2.65 -3.07 0.23  -0.284
C 3.59 -3.21 -1.11  -0.101
O 1.36 0.65 1.35  -0.283
C 0.28 -0.08 2.03  -0.292
C -0.30 0.96 3.21  -0.093
P -3.55 -1.11 -1.74  0.702
N -5.02 -0.50 -1.38  -0.217
O -3.67 -2.15 -3.13  -0.215
O -3.03 -2.03 -0.34  -0.239
H 0.41 4.65 0.30  0.089
H -0.94 3.30 -0.13  0.069
H -1.44 5.15 0.03  0.092
H 0.47 5.49 -2.09  0.131
H -0.02 3.66 -2.40  0.104
H -0.99 5.13 -4.55  0.144
H -2.88 5.36 -4.25  0.143
H -1.13 2.68 -4.11  0.125
H -2.81 3.06 -5.08  0.145
H -1.09 0.05 -3.67  0.136
H -1.22 -1.39 -2.45  0.105
H -0.21 0.96 -0.78  0.103
H 0.72 1.16 -2.51  0.125
H 0.60 -1.76 -1.32  0.085
H 2.02 -0.77 -2.27  0.116
H 2.96 -3.98 0.94  0.123
H 1.50 -3.26 -0.01  0.116
H 3.22 -4.19 -1.68  0.102
H 4.74 -3.35 -0.90  0.077
H 3.49 -2.33 -1.88  0.062
H 0.61 -1.11 2.49  0.121
H -0.64 -0.30 1.33  0.113
H -1.26 0.54 3.74  0.085
H -0.60 2.02 2.75  0.077
H 0.58 1.19 3.96  0.094
H -5.73 -0.85 -2.07  -0.001
H -3.14 -1.80 -3.91  0.086
H -3.66 -1.78 0.40  0.085
C -4.67 2.63 3.59  -0.062
C -3.32 3.33 3.51  -0.510
C -3.43 4.79 3.92  -0.063
O -2.84 3.26 2.17  -0.083
H -5.40 3.09 2.93  0.084
H -4.58 1.58 3.28  0.078
H -5.06 2.65 4.62  0.080
H -2.60 2.82 4.15  0.125
H -4.12 5.33 3.27  0.082
H -2.46 5.29 3.84  0.081
H -3.79 4.88 4.95  0.080
H -3.48 3.71 1.59  0.095
C 4.93 -6.38 2.47  -0.064
C 5.53 -6.36 1.08  -0.494
C 7.02 -6.65 1.11  -0.065
O 5.30 -5.08 0.49  -0.090
H 5.38 -5.61 3.11  0.084
H 3.85 -6.16 2.44  0.075
H 5.07 -7.36 2.95  0.081
H 5.02 -7.10 0.45  0.141
H 7.55 -5.89 1.70  0.083
H 7.44 -6.61 0.10  0.081
H 7.22 -7.63 1.54  0.081
H 5.75 -4.41 1.04  0.102

SMILES string: CCOCCOC(=O)N(CCCP(=O)(OCC)OCC)P(=N)(O)O.CC(C)O.CC(C)O
HOMO, eV: -8.91
Lowest unoccupied orbital energy, eV: -0.3
Frontier orbital gap, Eh: 0.317

Record 2
Formula: C18H44N4O13P3S
Source: OMol25
Level of theory: ωB97M-V/def2-TZVPD

Each line ends with the Löwdin charge.
Atoms and positions in Å:
O -0.25 -0.40 2.28  -0.371
S -0.28 -1.66 3.09  0.760
O -1.62 -1.98 3.69  -0.377
C 0.42 -3.11 2.18  -0.175
N 0.07 -3.18 0.76  -0.028
C 0.95 -3.13 -0.38  -0.107
C 2.50 -2.95 -0.11  -0.086
C 2.69 -1.41 0.34  -0.189
C 2.81 -0.46 -0.94  -0.137
C 2.32 1.00 -0.47  -0.236
O 1.13 1.43 -1.17  -0.093
N 0.23 -3.27 -1.60  0.155
N -1.05 -3.36 -1.17  0.079
N -1.14 -3.29 0.15  -0.227
P -2.76 -3.36 0.94  1.002
O -3.81 -3.80 -0.33  -0.261
O -3.17 -1.72 1.22  -0.276
H 0.57 -1.44 4.18  0.118
H 0.04 -4.06 2.67  0.149
H 1.55 -3.12 2.37  0.132
H 3.13 -3.20 -1.01  0.139
H 2.80 -3.60 0.77  0.114
H 1.71 -1.12 0.86  0.072
H 3.51 -1.28 1.10  0.131
H 2.04 -0.82 -1.68  0.115
H 3.87 -0.46 -1.33  0.124
H 2.08 0.99 0.65  0.116
H 3.19 1.72 -0.63  0.121
H 0.62 1.99 -0.56  0.092
H -4.19 -2.97 -0.71  0.073
H -2.60 -1.14 0.67  0.072
O -8.55 -2.17 0.42  -0.257
P -9.04 -0.84 -0.17  0.705
O -8.10 -0.86 -1.56  -0.224
C -7.89 -2.05 -2.30  -0.304
C -8.93 -2.21 -3.39  -0.077
O -8.11 0.16 0.75  -0.224
C -7.64 -0.24 2.03  -0.294
C -6.22 -0.75 1.93  -0.090
O -9.77 0.59 -0.72  -0.194
C -10.59 0.58 -1.88  -0.295
C -11.84 -0.27 -1.70  -0.079
H -7.88 -2.94 -1.67  0.100
H -6.90 -1.97 -2.76  0.113
H -9.94 -2.27 -2.97  0.067
H -8.75 -3.12 -3.97  0.081
H -8.91 -1.36 -4.08  0.078
H -8.31 -0.98 2.48  0.106
H -7.66 0.64 2.68  0.118
H -6.14 -1.57 1.21  0.056
H -5.86 -1.11 2.90  0.080
H -5.55 0.04 1.58  0.073
H -10.02 0.26 -2.75  0.096
H -10.89 1.61 -2.07  0.128
H -11.59 -1.30 -1.45  0.065
H -12.44 -0.26 -2.61  0.086
H -12.45 0.12 -0.88  0.084
O 9.53 2.10 -0.73  -0.239
P 8.10 2.49 -0.37  0.716
O 8.49 3.11 1.13  -0.230
C 9.64 3.92 1.32  -0.291
C 9.31 5.39 1.16  -0.079
O 7.62 0.99 0.12  -0.238
C 8.21 -0.19 -0.42  -0.308
C 9.30 -0.70 0.50  -0.074
O 6.49 2.93 0.00  -0.218
C 6.12 4.29 0.12  -0.300
C 6.27 5.05 -1.18  -0.079
H 10.46 3.65 0.65  0.103
H 9.99 3.74 2.34  0.121
H 8.94 5.60 0.16  0.066
H 10.20 6.01 1.34  0.082
H 8.54 5.70 1.87  0.075
H 8.59 -0.01 -1.43  0.105
H 7.42 -0.94 -0.51  0.106
H 10.05 0.06 0.70  0.074
H 9.79 -1.58 0.08  0.079
H 8.87 -0.98 1.47  0.076
H 6.69 4.76 0.93  0.094
H 5.07 4.31 0.43  0.122
H 7.29 5.00 -1.56  0.067
H 5.99 6.10 -1.05  0.087
H 5.62 4.61 -1.95  0.080

Charge: +1
HOMO, eV: -11.73
Lowest unoccupied orbital energy, eV: -4.9
Frontier orbital gap, Eh: 0.249

Record 3
Formula: C18H45Br9N6O5P2
Source: OMol25
Level of theory: ωB97M-V/def2-TZVPD

Each line ends with the Löwdin charge.
Atoms and positions in Å:
C -8.23 -1.79 -0.77  -1.432
Br -6.82 -2.00 -2.23  0.460
Br -9.30 -0.14 -1.15  0.509
Br -7.49 -1.95 1.10  0.500
H -8.93 -2.62 -0.86  -0.040
C 6.07 -5.12 -0.69  -1.429
Br 6.38 -3.89 0.96  0.451
Br 4.95 -4.24 -2.08  0.506
Br 5.24 -6.88 -0.24  0.505
H 7.04 -5.25 -1.18  -0.034
C -2.78 3.26 -1.93  -1.511
Br -2.94 2.03 -3.43  0.553
Br -1.02 3.28 -0.94  0.491
Br -4.30 3.11 -0.63  0.505
H -2.77 4.23 -2.42  -0.042
O 0.23 2.18 8.47  -0.310
P 1.57 2.82 8.63  0.647
N 2.43 2.09 9.95  -0.303
C 2.49 0.62 9.89  -0.123
C 3.28 2.77 11.01  -0.070
N 1.56 4.54 9.00  -0.305
C 2.80 5.30 8.76  -0.115
C 0.30 5.23 8.81  -0.133
N 2.57 2.74 7.20  -0.323
C 2.04 3.00 5.85  -0.091
C 3.97 2.48 7.28  -0.155
H 2.45 0.23 10.90  0.081
H 3.38 0.35 9.32  0.070
H 1.58 0.25 9.42  0.070
H 3.86 2.03 11.56  0.078
H 2.62 3.34 11.66  0.076
H 3.94 3.48 10.50  0.036
H 2.49 6.31 9.03  0.077
H 3.63 4.95 9.37  0.055
H 3.06 5.42 7.71  0.074
H -0.50 4.66 9.28  0.075
H 0.27 6.31 8.85  0.086
H -0.01 4.96 7.80  0.062
H 1.13 2.42 5.71  0.079
H 1.81 4.07 5.87  0.068
H 2.81 2.88 5.09  0.081
H 4.27 2.81 8.28  0.056
H 4.54 3.10 6.59  0.083
H 4.32 1.45 7.18  0.074
O -0.56 0.27 -8.78  -0.298
P -1.26 -1.03 -8.94  0.607
N -1.29 -2.02 -7.52  -0.297
C -2.28 -3.19 -7.35  -0.089
C -0.22 -2.05 -6.55  -0.133
N -0.51 -2.10 -10.13  -0.299
C -1.16 -3.38 -10.51  -0.134
C 0.98 -2.22 -10.03  -0.106
N -2.83 -0.73 -9.48  -0.321
C -3.86 -0.20 -8.48  -0.051
C -2.97 -0.26 -10.76  -0.196
H -3.20 -3.01 -7.90  0.060
H -2.54 -3.38 -6.31  0.073
H -1.82 -4.09 -7.74  0.065
H 0.53 -2.67 -7.03  0.066
H -0.50 -2.55 -5.63  0.077
H 0.22 -1.08 -6.29  0.084
H -1.30 -3.31 -11.59  0.074
H -0.64 -4.30 -10.24  0.077
H -2.17 -3.53 -10.13  0.060
H 1.24 -2.97 -9.29  0.061
H 1.27 -2.67 -10.98  0.075
H 1.49 -1.28 -9.81  0.079
H -3.60 0.85 -8.34  0.082
H -4.90 -0.32 -8.78  0.080
H -3.70 -0.76 -7.56  0.056
H -4.01 -0.20 -11.06  0.089
H -2.32 -0.80 -11.44  0.077
H -2.60 0.75 -10.94  0.083
C 1.59 -2.15 3.84  -0.066
O 0.53 -1.48 3.30  0.044
C 0.27 -1.58 2.06  -0.649
O 1.04 -2.05 1.21  0.103
O -0.96 -1.22 1.96  0.038
C -1.78 -1.66 0.96  -0.058
H 1.59 -3.22 3.64  0.105
H 1.82 -1.92 4.88  0.102
H 2.50 -1.91 3.29  0.093
H -2.56 -0.98 0.62  0.094
H -2.37 -2.53 1.26  0.100
H -1.17 -1.88 0.08  0.098

HOMO, eV: -8.17
Lowest unoccupied orbital energy, eV: -0.9
Frontier orbital gap, Eh: 0.269

Record 4
Formula: C18H45F3N10O24P4S
Source: OMol25
Level of theory: ωB97M-V/def2-TZVPD

Each line ends with the Löwdin charge.
Atoms and positions in Å:
O 0.89 -1.27 1.09  -0.412
P 0.81 -0.41 -0.19  0.408
O -0.06 -1.31 -1.32  -0.221
O 2.44 -0.21 -0.68  -0.243
P -0.04 1.50 0.40  0.735
P -1.26 2.48 -1.14  0.450
C -0.15 2.01 -2.59  -0.355
C 1.16 2.98 -2.67  -0.229
C 2.52 2.19 -2.99  -0.151
C 3.71 2.72 -2.01  -0.221
O 4.97 2.84 -2.72  -0.132
C -2.88 1.69 -0.59  -0.350
C -2.94 0.09 -0.57  -0.157
C -3.11 -0.49 -2.06  -0.133
F -3.17 0.30 -3.22  0.018
C -3.25 -1.90 -2.19  -0.160
F -2.77 -2.51 -3.36  0.057
F -3.88 -2.65 -1.18  0.044
N -0.86 4.06 -0.33  -0.165
C -1.14 3.95 0.94  -0.817
S -1.95 3.95 2.39  0.665
P -2.46 3.67 -2.57  0.804
O -3.63 4.62 -1.72  -0.347
O -1.40 4.87 -3.26  -0.348
H 0.44 -1.45 -2.16  0.087
H 2.96 -0.36 0.14  0.053
H 1.12 2.36 0.55  -0.032
H -0.74 2.26 -3.55  0.055
H 0.13 0.92 -2.69  0.063
H 1.00 3.72 -3.53  0.112
H 1.29 3.62 -1.74  0.056
H 2.42 1.06 -2.99  0.090
H 2.89 2.47 -4.05  0.114
H 3.45 3.78 -1.64  0.091
H 3.84 2.00 -1.12  0.117
H 5.68 2.37 -2.23  0.066
H -3.19 2.05 0.46  0.089
H -3.72 2.04 -1.28  0.067
H -3.92 -0.19 -0.04  0.131
H -2.12 -0.43 0.02  0.086
H -3.13 5.16 -1.07  0.034
H -1.49 5.70 -2.75  0.047
C 2.35 -0.17 4.78  0.050
N 2.45 0.55 3.49  -0.432
O 3.18 0.08 2.63  0.036
O 1.79 1.57 3.38  0.041
H 2.99 -1.05 4.74  0.095
H 2.69 0.51 5.56  0.102
H 1.31 -0.46 4.92  0.091
C -3.50 0.84 4.85  0.038
N -2.02 0.75 4.75  -0.426
O -1.43 0.19 5.67  0.050
O -1.50 1.24 3.77  -0.011
H -3.82 0.36 5.77  0.068
H -3.77 1.89 4.84  0.096
H -3.92 0.32 3.98  0.105
C 4.04 7.10 -2.45  0.054
N 2.83 6.76 -1.66  -0.424
O 2.41 5.61 -1.74  0.031
O 2.34 7.65 -0.99  0.073
H 4.37 6.21 -2.99  0.096
H 3.77 7.89 -3.14  0.102
H 4.81 7.42 -1.75  0.104
C -4.11 -5.31 0.20  0.031
N -4.79 -6.55 0.67  -0.442
O -5.99 -6.47 0.91  0.052
O -4.11 -7.54 0.79  0.070
H -4.84 -4.51 0.14  0.083
H -3.33 -5.08 0.92  0.104
H -3.69 -5.53 -0.78  0.103
C 6.07 0.50 -5.57  0.049
N 6.20 0.54 -4.09  -0.438
O 7.00 1.33 -3.62  0.053
O 5.49 -0.22 -3.46  0.059
H 6.76 1.23 -6.00  0.097
H 6.33 -0.51 -5.90  0.102
H 5.04 0.75 -5.82  0.100
C -2.67 2.33 8.71  0.053
N -3.78 2.39 7.72  -0.430
O -4.05 3.48 7.25  0.075
O -4.33 1.34 7.45  0.028
H -2.28 3.33 8.85  0.098
H -3.09 1.94 9.64  0.104
H -1.91 1.66 8.31  0.097
C -9.01 -7.41 -0.11  0.030
N -10.09 -7.34 -1.12  -0.452
O -10.37 -6.24 -1.57  0.060
O -10.64 -8.38 -1.42  0.058
H -8.62 -6.41 0.06  0.083
H -9.43 -7.82 0.81  0.103
H -8.23 -8.06 -0.51  0.100
C 1.73 -4.27 0.22  0.039
N 2.86 -4.32 -0.74  -0.436
O 2.79 -3.61 -1.73  0.056
O 3.78 -5.07 -0.47  0.053
H 0.99 -3.56 -0.14  0.064
H 1.31 -5.27 0.29  0.102
H 2.13 -3.94 1.18  0.103
C 6.64 -3.24 -1.01  0.035
N 8.13 -3.32 -1.08  -0.450
O 8.71 -3.87 -0.16  0.060
O 8.66 -2.82 -2.05  0.054
H 6.31 -3.72 -0.09  0.087
H 6.37 -2.19 -1.01  0.097
H 6.25 -3.76 -1.88  0.101

SMILES string: O=P(O)(O)PP(CCCCO)(CCC(F)=C(F)F)(N=C=S)P(O)O.C[N+](=O)[O-].C[N+](=O)[O-].C[N+](=O)[O-].C[N+](=O)[O-].C[N+](=O)[O-].C[N+](=O)[O-].C[N+](=O)[O-].C[N+](=O)[O-].C[N+](=O)[O-]
HOMO, eV: -7.82
Lowest unoccupied orbital energy, eV: -0.6
Frontier orbital gap, Eh: 0.264

Record 5
Formula: C18H45N3NaO6
Source: OMol25
Level of theory: ωB97M-V/def2-TZVPD

Each line ends with the Löwdin charge.
Atoms and positions in Å:
Na 0.83 1.74 3.16  0.763
C -2.92 1.47 -10.88  -0.097
O -2.22 1.01 -9.72  -0.192
C -1.32 1.96 -9.27  -0.230
C -1.35 1.73 -7.71  -0.164
N -0.63 0.49 -7.35  -0.069
C -0.81 0.04 -5.98  -0.210
C 0.06 0.77 -4.93  -0.192
O -0.18 2.17 -4.70  -0.214
C 0.64 2.70 -3.69  -0.124
H -3.65 0.76 -11.27  0.086
H -2.29 1.72 -11.74  0.082
H -3.43 2.42 -10.71  0.082
H -1.49 3.01 -9.53  0.112
H -0.36 1.80 -9.77  0.120
H -2.38 1.73 -7.34  0.112
H -0.89 2.56 -7.16  0.100
H -0.87 -0.24 -8.00  0.100
H -0.52 -1.01 -6.06  0.117
H -1.85 -0.07 -5.70  0.112
H 1.13 0.73 -5.16  0.116
H -0.08 0.27 -3.97  0.106
H 0.47 2.15 -2.76  0.075
H 0.44 3.76 -3.57  0.090
H 1.68 2.57 -4.01  0.085
C 1.69 -5.38 3.48  -0.076
O 1.02 -4.24 4.03  -0.213
C 1.70 -3.72 5.20  -0.184
C 1.79 -2.20 4.99  -0.191
N 2.34 -1.91 3.66  -0.067
C 3.74 -2.16 3.45  -0.230
C 4.20 -2.07 2.03  -0.254
O 3.65 -3.10 1.28  -0.165
C 4.18 -3.17 -0.03  -0.108
H 1.28 -5.52 2.48  0.096
H 1.60 -6.27 4.11  0.090
H 2.75 -5.14 3.44  0.075
H 2.74 -3.99 5.38  0.114
H 1.13 -4.05 6.07  0.125
H 2.39 -1.66 5.72  0.117
H 0.81 -1.72 4.97  0.104
H 1.91 -2.69 3.18  0.072
H 4.08 -3.11 3.85  0.117
H 4.20 -1.36 4.04  0.123
H 5.28 -1.99 1.97  0.130
H 3.86 -1.13 1.60  0.116
H 3.96 -2.27 -0.61  0.083
H 3.60 -3.92 -0.56  0.091
H 5.23 -3.34 -0.23  0.093
C -1.35 -1.02 1.66  -0.086
O -1.45 0.36 1.95  -0.225
C -2.77 0.90 1.92  -0.192
C -2.75 2.42 2.16  -0.170
N -2.12 3.04 3.39  -0.057
C -2.85 2.62 4.56  -0.207
C -2.07 2.87 5.90  -0.201
O -0.79 2.26 5.89  -0.204
C -0.27 2.18 7.21  -0.107
H -0.37 -1.40 1.94  0.079
H -1.42 -1.20 0.59  0.095
H -2.09 -1.60 2.22  0.098
H -3.38 0.40 2.67  0.115
H -3.21 0.76 0.93  0.131
H -3.77 2.81 2.11  0.118
H -2.31 2.83 1.25  0.114
H -2.24 4.04 3.34  0.113
H -3.22 1.59 4.56  0.118
H -3.75 3.23 4.65  0.121
H -2.77 2.46 6.64  0.123
H -1.98 3.94 6.09  0.124
H 0.79 1.95 7.07  0.083
H -0.76 1.37 7.75  0.095
H -0.22 3.06 7.84  0.094

Charge: +1
HOMO, eV: -9.96
Lowest unoccupied orbital energy, eV: -3.6
Frontier orbital gap, Eh: 0.232

Record 6
Formula: C18H45N3O4
Source: OMol25
Level of theory: ωB97M-V/def2-TZVPD

Each line ends with the Löwdin charge.
Atoms and positions in Å:
C 6.37 0.51 -3.92  -0.035
C 5.00 0.46 -4.69  -0.482
C 3.94 1.25 -4.02  -0.061
C 5.27 1.19 -6.11  -0.130
C 4.26 0.87 -7.24  -0.168
C 4.01 -0.69 -7.29  -0.124
C 3.67 -1.40 -5.91  -0.438
C 2.18 -1.13 -5.49  -0.035
C 3.84 -2.97 -6.29  -0.016
N 4.69 -0.99 -4.95  -0.104
O 4.65 -1.69 -3.68  -0.011
H 6.80 1.51 -3.94  0.078
H 6.21 0.21 -2.88  0.075
H 7.12 -0.15 -4.36  0.083
H 3.09 1.62 -4.60  0.073
H 3.46 0.71 -3.21  0.083
H 4.39 2.17 -3.65  0.090
H 5.34 2.27 -6.00  0.111
H 6.26 0.82 -6.40  0.106
H 3.35 1.42 -7.04  0.095
H 4.77 1.17 -8.16  0.103
H 4.93 -1.01 -7.79  0.108
H 3.23 -0.84 -8.03  0.109
H 1.94 -0.07 -5.37  0.061
H 1.66 -1.60 -4.66  0.081
H 1.61 -1.39 -6.38  0.074
H 2.88 -3.26 -6.73  0.068
H 3.96 -3.61 -5.41  0.065
H 4.70 -3.21 -6.92  0.073
H 3.75 -1.50 -3.42  0.069
C 0.48 -0.64 3.71  -0.137
O 0.72 -0.20 4.99  -0.193
C 2.08 0.15 5.26  -0.183
C 2.33 0.36 6.79  -0.463
C 2.31 -0.88 7.69  -0.066
N 1.47 1.37 7.19  0.043
H 0.45 0.28 3.12  0.091
H -0.51 -1.09 3.62  0.088
H 1.13 -1.42 3.31  0.088
H 2.67 -0.65 4.82  0.118
H 2.35 1.12 4.84  0.117
H 3.39 0.59 6.88  0.132
H 2.83 -0.75 8.64  0.071
H 2.83 -1.75 7.29  0.072
H 1.35 -1.30 7.98  0.072
H 1.49 2.01 6.41  0.070
H 0.52 1.01 7.12  0.080
C -5.35 3.73 5.14  -0.116
O -6.44 3.13 4.53  -0.180
C -6.47 1.76 4.44  -0.208
C -7.91 1.27 3.86  -0.364
C -8.99 1.15 4.91  -0.088
N -7.80 -0.16 3.41  -0.004
H -5.52 4.78 5.35  0.089
H -4.50 3.81 4.47  0.081
H -5.04 3.11 5.99  0.088
H -5.81 1.37 3.67  0.109
H -6.15 1.21 5.33  0.118
H -8.09 1.79 2.92  0.138
H -9.86 0.70 4.42  0.069
H -9.30 2.15 5.23  0.076
H -8.72 0.51 5.75  0.084
H -7.77 -0.84 4.15  0.061
H -8.76 -0.14 3.08  0.047
C -5.42 -3.05 -2.27  -0.184
O -5.12 -3.08 -0.89  -0.109
H -4.48 -3.20 -2.80  0.073
H -5.93 -3.98 -2.54  0.068
H -5.95 -2.25 -2.78  0.077
H -5.87 -2.65 -0.46  0.073

SMILES string: CC1(C)CCCC(C)(C)N1O.COC[C@H](C)N.COC[C@H](C)N.CO
HOMO, eV: -8.49
Lowest unoccupied orbital energy, eV: 0.6
Frontier orbital gap, Eh: 0.335